Computed, not measured: a structure of composition C18H20BrN4OOsS2, with ωB97M-V/def2-TZVPD.

Positions of all 47 atoms, in Å:
Os (-0.544, 0.776, -0.222)
C (-0.655, 3.227, 4.484)
S (-1.844, 1.891, 4.273)
C (-1.604, 1.387, 2.638)
S (-0.566, 2.284, 1.553)
N (-2.314, 0.369, 2.264)
N (-2.093, 0.015, 0.965)
C (-2.775, -0.982, 0.517)
C (-2.491, -1.349, -0.852)
C (-3.153, -2.339, -1.565)
C (-2.780, -2.585, -2.872)
C (-1.758, -1.833, -3.441)
C (-1.142, -0.856, -2.687)
N (-1.500, -0.628, -1.415)
H (-0.748, 3.515, 5.530)
H (-0.885, 4.085, 3.858)
H (0.361, 2.882, 4.309)
H (-3.491, -1.496, 1.144)
H (-3.945, -2.900, -1.089)
H (-3.276, -3.357, -3.443)
H (-1.429, -2.002, -4.456)
H (-0.336, -0.247, -3.072)
Br (2.944, -4.336, 2.605)
C (1.973, -2.897, 1.857)
C (1.484, -1.896, 2.676)
C (0.776, -0.838, 2.118)
C (0.535, -0.745, 0.748)
C (1.036, -1.789, -0.041)
C (1.753, -2.851, 0.491)
H (1.655, -1.936, 3.743)
H (0.427, -0.070, 2.799)
H (0.886, -1.781, -1.116)
H (2.136, -3.634, -0.150)
N (-2.105, 3.061, -1.985)
C (-1.550, 2.263, -1.365)
H (-2.560, 3.799, -2.485)
C (2.740, 2.433, -0.977)
C (2.311, 0.981, -1.112)
C (3.011, 0.267, -2.247)
O (0.895, 1.007, -1.399)
H (3.807, 2.477, -0.754)
H (2.207, 2.928, -0.164)
H (2.559, 2.973, -1.906)
H (2.460, 0.459, -0.166)
H (2.827, 0.783, -3.190)
H (2.673, -0.766, -2.331)
H (4.086, 0.251, -2.068)

Summary:
Highest occupied orbital energy (spin up / spin down) (eV): -10.8302 / -10.8333
Charge: +1

***

Computed, not measured: a structure of composition C46H61As3BrMoN2O4S, with ωB97M-V/def2-TZVPD.

Positions of all 119 atoms, in Å:
Mo (-0.235, -1.124, 0.544)
C (-0.429, -0.783, 4.309)
As (-0.327, -2.260, 3.115)
C (-1.902, -3.356, 3.442)
C (1.094, -3.450, 3.751)
C (2.523, -3.109, 3.351)
C (3.440, -4.106, 4.087)
C (2.735, -3.371, 1.837)
As (2.202, -2.155, 0.428)
C (2.551, -3.181, -1.189)
C (3.378, -0.671, 0.433)
C (2.919, -1.673, 3.673)
As (2.814, -1.054, 5.568)
C (3.123, 0.794, 5.059)
C (4.624, -1.570, 6.025)
H (0.229, 0.003, 4.022)
H (-0.130, -1.050, 5.334)
H (-1.460, -0.422, 4.341)
H (-1.817, -3.856, 4.379)
H (-1.976, -4.042, 2.601)
H (-2.830, -2.767, 3.420)
H (0.909, -4.472, 3.432)
H (1.012, -3.492, 4.863)
H (3.316, -5.101, 3.729)
H (3.277, -4.055, 5.180)
H (4.461, -3.812, 3.874)
H (2.351, -4.370, 1.568)
H (3.813, -3.296, 1.660)
H (3.583, -3.398, -1.188)
H (2.320, -2.554, -2.032)
H (1.992, -4.097, -1.201)
H (4.245, -0.938, 1.056)
H (2.892, 0.184, 0.870)
H (3.707, -0.508, -0.590)
H (2.313, -0.894, 3.136)
H (3.918, -1.549, 3.311)
H (2.199, 1.277, 4.722)
H (3.797, 0.795, 4.211)
H (3.542, 1.355, 5.907)
H (4.624, -2.636, 6.209)
H (4.953, -0.996, 6.899)
H (5.323, -1.380, 5.218)
C (2.842, 3.007, -4.168)
C (1.490, 3.258, -3.602)
C (0.856, 4.501, -4.071)
O (1.671, 3.352, -2.176)
C (0.797, 2.482, -1.444)
C (0.714, 1.316, -2.560)
O (0.639, 2.056, -3.739)
C (-0.146, 0.015, -2.488)
O (-0.240, -0.509, -1.196)
C (0.571, -1.108, -3.298)
C (1.753, -0.972, -4.022)
C (2.279, -2.041, -4.721)
C (1.613, -3.244, -4.694)
C (0.466, -3.463, -3.925)
C (-0.033, -2.341, -3.241)
C (-1.572, 0.220, -3.028)
C (-2.697, 0.279, -2.199)
C (-3.974, 0.351, -2.782)
C (-4.128, 0.371, -4.168)
C (-2.985, 0.393, -4.953)
C (-1.737, 0.326, -4.387)
C (-0.293, 3.378, -0.743)
O (0.303, 0.124, 1.470)
C (0.163, 4.354, 0.170)
C (1.478, 4.286, 0.666)
C (1.864, 5.013, 1.764)
C (0.908, 5.740, 2.507)
C (-0.390, 5.849, 2.034)
C (-0.727, 5.250, 0.810)
C (-1.685, 3.421, -1.106)
C (-1.983, 3.371, -2.485)
C (-3.232, 3.724, -2.956)
C (-4.274, 3.879, -2.058)
C (-3.996, 3.811, -0.672)
C (-2.741, 3.609, -0.204)
H (3.466, 3.838, -3.815)
H (2.858, 3.047, -5.246)
H (3.272, 2.042, -3.827)
H (1.672, 5.232, -4.082)
H (0.107, 4.814, -3.329)
H (0.369, 4.406, -5.035)
H (1.398, 2.073, -0.606)
H (1.765, 0.981, -2.424)
H (2.278, -0.024, -4.099)
H (3.157, -1.933, -5.312)
H (2.049, -4.028, -5.290)
H (-0.064, -4.417, -3.810)
H (-0.945, -2.423, -2.668)
H (-2.573, 0.256, -1.114)
H (-4.821, 0.220, -2.119)
H (-5.125, 0.333, -4.629)
H (-3.072, 0.470, -6.031)
H (-0.904, 0.357, -5.040)
H (2.232, 3.678, 0.114)
H (2.851, 4.911, 2.148)
H (1.206, 6.243, 3.416)
H (-1.072, 6.466, 2.582)
H (-1.663, 5.531, 0.358)
H (-1.184, 3.158, -3.208)
H (-3.407, 3.862, -3.996)
H (-5.229, 4.110, -2.443)
H (-4.801, 3.977, 0.052)
H (-2.597, 3.579, 0.870)
Br (-0.516, -3.732, 0.105)
C (-5.708, -1.356, 1.931)
N (-5.052, -2.355, 1.040)
C (-5.752, -3.322, 0.409)
C (-4.854, -4.091, -0.220)
N (-3.614, -3.531, -0.009)
C (-3.716, -2.475, 0.769)
S (-2.546, -1.159, 1.140)
H (-6.462, -1.877, 2.460)
H (-6.060, -0.540, 1.365)
H (-4.951, -0.995, 2.618)
H (-6.840, -3.390, 0.464)
H (-5.060, -4.994, -0.782)
H (-2.740, -3.854, -0.402)

Summary:
Highest occupied orbital energy (eV): -14.8189
Charge: +3

***

Computed, not measured: the molecule C5H3F, with ωB97M-V/def2-TZVPD.

Positions of all 9 atoms, in Å:
C (-0.842, -0.988, -0.344)
C (-1.665, -0.008, 0.146)
C (0.393, -0.098, 0.032)
C (1.610, -0.401, 0.323)
C (-0.532, 0.836, -0.178)
F (-2.944, 0.300, 0.261)
H (2.377, 0.118, 0.749)
H (2.049, -1.313, 0.108)
H (-0.446, 1.554, -1.097)

Summary:
Spin multiplicity: 3
Highest occupied orbital energy (spin up / spin down) (eV): -6.4386 / -9.3130

***

Question: What is the formula in the third record?
Answer: C5H3F

***

Question: Which formula does entry 3 have?
Answer: C5H3F